# 1
4 unconnected molecules or ions with the total composition C30H44N2O9, computed with ωB97M-V/def2-TZVPD.

Values from the calculation:
structure (SMILES)	CCCCCCCCCCc1cccc2nccnc12.C[C@@H]1COC(=O)O1.C[C@@H]1COC(=O)O1.C[C@@H]1COC(=O)O1
HOMO level	-9.201	eV
gap between HOMO and LUMO	8.67	eV

ORCA input file:
```
! wB97M-V def2-TZVPD RIJCOSX def2/J DEFGRID3
* xyz 0 1
C -2.45433 -2.18054 -4.49498
C -1.13734 -2.97645 -4.42345
C -1.01707 -3.78542 -3.13456
C 0.30274 -4.56925 -3.05232
C 0.20580 -5.86293 -2.22210
C 1.21770 -6.02194 -1.08691
C 1.34755 -4.83804 -0.13559
C 0.02571 -4.33678 0.45563
C 0.12910 -3.85745 1.89771
C 1.10637 -2.69245 2.18153
C 1.52261 -1.83972 1.01662
C 2.82187 -1.83005 0.57700
C 3.23156 -1.03669 -0.51837
C 2.32863 -0.23806 -1.16019
C 0.98760 -0.19653 -0.72608
N 0.11062 0.62951 -1.36770
C -1.10681 0.62942 -0.90505
C -1.50700 -0.16151 0.19870
N -0.69880 -0.95854 0.83789
C 0.58229 -0.99891 0.36550
H -2.98356 -2.36851 -5.42452
H -2.29022 -1.10688 -4.45964
H -3.10795 -2.47255 -3.67309
H -1.10239 -3.65721 -5.27388
H -0.28822 -2.29990 -4.49079
H -1.82933 -4.51178 -3.09972
H -1.11563 -3.08524 -2.30271
H 0.53631 -4.84557 -4.08201
H 1.11873 -3.93122 -2.71285
H 0.37809 -6.70632 -2.89159
H -0.80655 -5.99226 -1.83921
H 0.95092 -6.90595 -0.50430
H 2.20099 -6.19639 -1.52771
H 2.04495 -5.08386 0.66776
H 1.82122 -4.01465 -0.67552
H -0.68842 -5.16634 0.45527
H -0.42089 -3.57484 -0.18264
H 0.43243 -4.70657 2.50928
H -0.86639 -3.55598 2.22145
H 0.68229 -2.05106 2.95384
H 2.01406 -3.10849 2.61818
H 3.53819 -2.46565 1.07877
H 4.26465 -1.08218 -0.82935
H 2.62732 0.37454 -1.99830
H -1.83756 1.26725 -1.38716
H -2.53414 -0.09815 0.53911
C -1.64078 0.85056 3.44577
C -1.64399 1.49398 4.80852
C -2.41554 2.79212 4.91329
O -1.70097 3.49801 5.93908
C -0.42560 3.03605 5.94251
O 0.47714 3.53768 6.53241
O -0.32071 1.93058 5.17620
H -1.09924 -0.09305 3.45994
H -2.66141 0.65400 3.11639
H -1.14887 1.49790 2.71902
H -1.97854 0.78524 5.57079
H -3.45213 2.65833 5.21127
H -2.37203 3.37726 3.99147
C -0.91522 6.60455 6.69481
C -0.49220 7.46483 5.53492
C 0.97421 7.84088 5.51443
O 0.95882 9.11379 4.85410
C -0.26039 9.67223 5.05020
O -0.53910 10.79597 4.78881
O -1.11154 8.76605 5.58548
H -1.96987 6.34290 6.61700
H -0.33692 5.68320 6.72181
H -0.78115 7.13901 7.63658
H -0.78258 7.00324 4.58626
H 1.59555 7.14231 4.96040
H 1.37907 7.97174 6.52043
C 2.10047 0.46987 -5.45642
C 1.28750 0.16395 -6.68880
C 0.81430 1.36933 -7.47556
O -0.41862 0.90503 -8.04118
C -0.90343 -0.07356 -7.23907
O -1.99614 -0.53133 -7.30488
O 0.03290 -0.44321 -6.33406
H 2.43090 -0.45058 -4.97564
H 2.97997 1.05818 -5.71937
H 1.50082 1.02290 -4.73242
H 1.81883 -0.53520 -7.34055
H 1.49605 1.66933 -8.26701
H 0.60192 2.22522 -6.83032
*
```

These are the Löwdin partial charges, in e, on atoms 1 to 5: -0.10 -0.26 -0.23 -0.19 -0.21



# 2
A molecular structure, C30H44N3O13 in a non-equilibrium geometry, computed with ωB97M-V/def2-TZVPD.

Values from the calculation:
HOMO level	-10.858	eV
gap between HOMO and LUMO	6.10	eV
ΔE to the lowest compared entry with this formula, charge and spin	229.8	kcal per mole

ORCA input file:
```
! wB97M-V def2-TZVPD RIJCOSX def2/J DEFGRID3
* xyz 1 1
C 11.13000 33.84700 2.71300
C 12.62900 33.70600 2.77500
O 13.27300 32.51600 3.05200
N 13.28400 34.93600 2.23800
H 12.80900 35.39500 1.40400
H 13.21100 35.56800 3.02200
C 14.68100 34.68500 1.73700
H 10.86700 34.34700 1.77900
H 10.78200 34.23900 3.75200
H 11.02200 32.78700 3.16000
H 14.64600 34.13600 0.74400
H 15.29400 34.09600 2.38000
H 15.28800 35.66600 1.49100
C 12.02700 41.03000 1.47100
C 11.19500 41.59800 2.54200
O 11.14900 42.83900 2.74900
N 10.26500 40.62400 3.33400
H 9.56600 40.32900 2.76400
H 10.69600 39.58000 3.40700
C 9.79100 41.15600 4.65800
H 12.75200 41.68400 0.89600
H 11.44800 40.38500 0.65200
H 12.79900 40.39900 1.85200
H 9.45000 42.10300 4.56300
H 10.62200 41.07400 5.45500
H 8.97500 40.58800 4.97400
N 10.94800 36.94400 0.50000
O 10.41800 37.80600 -0.22900
O 10.42300 36.75800 1.60200
O 12.10000 36.42300 0.33100
C 6.26700 40.58200 1.48800
C 7.43700 40.99300 0.67900
C 7.94600 42.42700 0.70500
O 8.53400 40.18600 1.14800
H 5.54500 41.32800 1.31200
H 6.42800 40.41800 2.59400
H 5.76300 39.66800 0.97700
H 7.39300 40.72000 -0.60700
H 8.45300 42.64200 -0.11900
H 8.51200 42.54500 1.54100
H 6.85600 42.96300 0.69300
H 8.54800 39.26000 0.77300
C 7.82200 37.79500 5.93400
C 8.50100 37.14000 4.56700
C 7.40000 37.25800 3.50900
O 9.71200 37.83400 4.37100
H 7.43500 38.84400 5.83500
H 8.57500 38.03000 6.53000
H 6.96000 37.16200 6.21600
H 8.76500 36.12600 4.83700
H 6.29200 36.89800 3.76900
H 7.69700 36.71800 2.56600
H 7.37100 38.24200 2.93900
H 10.30600 37.35900 3.77200
C 8.26900 35.94500 -0.72300
C 7.16300 36.26900 -1.83900
C 6.66500 35.25900 -2.56200
O 5.71100 35.53400 -3.38600
C 7.13000 33.75600 -2.49000
C 8.01700 33.48400 -1.34600
C 8.68300 34.55400 -0.48900
O 9.61100 34.35400 0.30700
H 8.76700 36.73000 -0.13000
H 6.94800 37.34300 -1.87800
H 6.50600 32.85700 -2.74700
H 8.36400 32.48800 -0.98100
C 7.92500 40.55500 -2.22500
C 8.48100 41.51500 -1.17300
C 9.91300 41.36500 -0.75300
O 10.44900 42.12300 0.14200
C 10.75300 40.36500 -1.41900
C 10.12800 39.36800 -2.40300
C 8.68400 39.55100 -2.89600
O 8.31300 38.69700 -3.68600
H 6.76600 40.65800 -2.48900
H 7.76100 42.31100 -0.75700
H 11.78300 40.22100 -1.09600
H 10.60200 38.43000 -2.68800
C 13.05200 35.67400 -3.87600
C 13.88200 37.01300 -3.99000
C 13.89800 37.79200 -2.66700
O 14.61700 38.78600 -2.56800
C 13.30800 37.22000 -1.48900
C 12.67600 35.98700 -1.52500
C 12.42900 35.16700 -2.65300
O 11.94000 34.07300 -2.60100
H 13.12700 35.02200 -4.90000
H 14.39200 37.33200 -4.98400
H 13.79200 37.63500 -0.51000
H 12.04900 35.75100 -0.62500
*
```

These are the Löwdin partial charges, in e, on atoms 1 to 5: 0.01 -0.26 0.03 0.06 0.12



# 3
A molecular structure, C30H44N6O12PSc in a non-equilibrium geometry, computed with ωB97M-V/def2-TZVPD.

Values from the calculation:
HOMO level	-9.479	eV
gap between HOMO and LUMO	8.78	eV
ΔE to the lowest compared entry with this formula, charge and spin	0.0	kcal per mole

ORCA input file:
```
! wB97M-V def2-TZVPD RIJCOSX def2/J DEFGRID3
* xyz 0 1
Sc -14.67602 16.53069 6.36027
C -17.71860 16.81127 7.15981
C -16.96279 17.67675 8.28226
N -15.62412 17.94630 7.87539
C -15.47283 19.37455 7.39874
C -15.84546 19.52020 5.91539
N -15.28352 18.45423 5.09689
C -16.29914 18.02774 4.06356
C -17.41200 17.28452 4.77076
N -17.00314 16.52806 5.94845
H -18.72677 17.21552 6.97892
H -17.91835 15.78546 7.59399
H -17.02163 17.06772 9.17257
H -17.48959 18.60128 8.48653
H -14.97734 17.75428 8.66892
H -14.44948 19.65881 7.61685
H -16.16066 20.10894 7.82535
H -15.47492 20.50387 5.60375
H -16.94592 19.54696 5.83435
H -14.48866 18.74313 4.57408
H -15.72058 17.28370 3.44955
H -16.63598 18.88505 3.50262
H -17.88744 16.54669 4.08597
H -18.18372 17.96413 5.10657
H -17.02981 15.54355 5.86227
O -13.43613 14.64478 6.69351
C -14.22793 14.29812 7.66994
O -15.26863 15.02618 7.88470
C -13.79797 13.13067 8.46587
C -14.68720 12.38588 9.30334
C -14.20766 11.23914 9.98007
C -12.88550 10.80724 9.87558
C -12.05190 11.56147 9.05455
C -12.47207 12.72019 8.39740
H -15.70739 12.73457 9.43150
H -14.96820 10.66047 10.59882
H -12.56726 9.87628 10.32583
H -11.05754 11.16467 8.89000
H -11.79781 13.41758 7.95787
C -13.86371 17.59325 11.49221
C -12.58940 17.22744 10.70231
C -11.40490 18.07601 11.02432
C -12.26923 15.77242 10.68446
O -12.93406 17.53615 9.28204
P -12.07046 17.83376 7.96374
O -10.87802 17.02198 7.71906
O -13.13946 17.67558 6.84518
O -11.83526 19.44540 8.08224
C -10.69314 20.25879 7.60520
C -9.86432 20.55002 8.83418
C -9.85212 19.48030 6.59407
C -11.25984 21.51953 7.03799
H -13.91877 17.08116 12.46917
H -14.74372 17.16146 10.94919
H -13.92056 18.64529 11.69836
H -11.26336 18.10300 12.09172
H -11.63744 19.12682 10.74681
H -10.50751 17.80925 10.45974
H -11.83061 15.48877 9.75292
H -13.17421 15.11023 10.83373
H -11.54117 15.51268 11.53183
H -9.43152 19.61647 9.22047
H -10.40888 21.02491 9.61864
H -8.99185 21.22472 8.50836
H -9.31895 18.60502 6.97959
H -9.08769 20.14129 6.28196
H -10.37729 19.30264 5.66346
H -11.96139 22.00672 7.79940
H -11.74975 21.29945 6.05515
H -10.50545 22.26050 6.84809
C -11.04985 15.83142 4.82842
C -11.68574 16.99062 4.19931
N -12.11060 17.97131 3.76369
H -11.84308 15.09588 5.08660
H -10.46946 16.12460 5.68331
H -10.41990 15.38646 4.10523
O -16.21258 13.94113 5.00871
C -15.11384 14.25710 4.52939
O -14.70308 15.47432 4.50421
C -14.20082 13.20184 3.90630
C -13.02519 13.51698 3.23958
C -12.31172 12.48231 2.67391
C -12.66106 11.13907 2.78225
C -13.81439 10.88279 3.45665
C -14.65328 11.89562 3.94567
N -14.25164 9.44979 3.57565
O -13.34475 8.61757 3.47743
O -15.41030 9.21946 3.82738
N -11.21635 12.81939 1.75248
O -10.90410 14.01307 1.70229
O -10.76933 11.91964 1.06645
H -12.64903 14.53856 3.09599
H -12.08827 10.31030 2.43287
H -15.67892 11.58843 4.38647
*
```

These are the Löwdin partial charges, in e, on atoms 1 to 5: 1.05 -0.16 -0.17 -0.12 -0.14



# 4
A molecular structure, C30H45AsCoF3N2O3Si, computed with ωB97M-V/def2-TZVPD.

Values from the calculation:
HOMO level (alpha / beta)	-4.557 / -5.531	eV
gap between HOMO and LUMO (alpha / beta)	7.01 / 7.98	eV

ORCA input file:
```
! wB97M-V def2-TZVPD RIJCOSX def2/J DEFGRID3
* xyz -1 4
Co 0.65899 0.08641 0.46760
O -0.40405 2.47167 0.38548
C -1.76758 2.41036 -0.00255
C -2.17651 0.87014 -0.27548
O -3.31978 0.64809 -0.65185
O -1.26617 0.02417 -0.03785
C -1.99800 3.25419 -1.25215
C -1.00950 4.14772 -1.66946
C -1.15900 4.89638 -2.82723
C -2.30790 4.78090 -3.59073
C -3.30873 3.91644 -3.17508
C -3.15525 3.15799 -2.02458
C -2.59914 2.85596 1.18966
C -1.96603 3.17106 2.39057
C -2.70371 3.53388 3.50817
C -4.08698 3.57718 3.45090
C -4.72637 3.25468 2.26230
C -3.99137 2.90041 1.14243
H 0.13575 2.45808 -0.41949
H -0.10816 4.27586 -1.08604
H -0.36682 5.56789 -3.13453
H -2.43060 5.35961 -4.49800
H -4.21606 3.81750 -3.75833
H -3.92575 2.45159 -1.76069
H -0.88741 3.12196 2.44562
H -2.19101 3.77589 4.43180
H -4.66435 3.84762 4.32665
H -5.80809 3.26375 2.20749
H -4.50854 2.61959 0.24046
C 1.03730 -0.16115 5.82268
C 1.43070 0.46528 4.52894
C 2.44732 1.33820 4.20627
C 2.36166 1.52975 2.81266
N 1.35671 0.81841 2.32437
N 0.80037 0.19232 3.37461
C 3.21829 2.39810 1.95738
H 1.60199 0.28019 6.64068
H 1.24278 -1.23312 5.80085
H -0.02690 -0.02634 6.01982
H 3.16262 1.78376 4.87629
H 0.04224 -0.45365 3.21637
H 4.04705 2.79689 2.53950
H 2.62998 3.22330 1.55581
H 3.60821 1.83613 1.11033
F 1.32196 1.00700 -2.33200
C 1.85012 0.95468 -1.05153
F 2.13615 2.32085 -0.82168
F 3.10835 0.42593 -1.24055
C 2.38206 -1.00679 -5.53822
C 2.34835 -2.32881 -4.77250
As 1.64984 -2.13412 -2.91628
C 1.93634 -4.05495 -2.45889
C 3.25053 -4.27464 -1.71188
C -0.27896 -2.38730 -3.29660
C -1.01278 -1.12639 -3.74699
H 2.93226 -1.10406 -6.47766
H 2.85775 -0.23215 -4.93442
H 1.37299 -0.66640 -5.77183
H 3.36482 -2.72353 -4.68209
H 1.75899 -3.07439 -5.31466
H 1.91714 -4.65153 -3.37571
H 1.10174 -4.38981 -1.83878
H 4.10151 -3.96178 -2.32244
H 3.38871 -5.32573 -1.44545
H 3.26143 -3.68106 -0.79612
H -0.72938 -2.74029 -2.36503
H -0.38361 -3.18490 -4.03930
H -0.96656 -0.36511 -2.96849
H -2.06439 -1.34122 -3.94843
H -0.57603 -0.70605 -4.65489
C -0.95615 -4.26477 0.68030
Si 0.17050 -3.15717 1.73498
C -1.03467 -2.48433 3.06803
C 1.33635 -4.32303 2.70303
C 1.14760 -1.94307 0.74056
H -1.60433 -4.88575 1.30311
H -0.38418 -4.92993 0.02940
H -1.59572 -3.64320 0.04837
H -1.74106 -3.26117 3.36618
H -1.62431 -1.65199 2.66788
H -0.52444 -2.15816 3.97938
H 0.79589 -5.11479 3.22948
H 1.92181 -3.76558 3.43969
H 2.04222 -4.80138 2.02018
H 1.11951 -2.24717 -0.30927
H 2.19944 -1.92101 1.04947
*
```

These are the Löwdin partial charges, in e, on atoms 1 to 5: 0.64 -0.07 -0.30 -0.55 0.03



no.,E (Eh)
1,-1956.268184
2,-2310.528935
3,-3503.254898
4,-5713.120725